(1)
89
Properties=species:S:1:pos:R:3 method="wB97M-V/def2-TZVPD" energy_ha=-4904.28468 charge=-1 multiplicity=6 s2=8.829
Mn -0.39326 -0.68694 0.70687
C 0.04552 1.00608 4.64021
C 0.34573 0.59202 3.37337
N -0.62446 0.13290 2.51381
C -1.94363 0.12808 2.94022
C -2.31258 0.48397 4.25313
C -1.27945 0.95127 5.12346
C -3.66914 0.34222 4.60474
C -4.59150 -0.12278 3.68161
C -4.21721 -0.42609 2.36903
C -2.88621 -0.26249 1.99166
N -2.31788 -0.54143 0.73934
C -2.97898 -0.70690 -0.46093
C -4.17805 -0.21036 -0.82369
C -4.59643 -0.24762 -2.22369
C -3.77172 -0.63623 -3.20524
C -2.44613 -1.13738 -2.89122
C -1.46813 -1.37055 -3.78545
C -0.14210 -1.74032 -3.35465
C 0.15417 -1.63103 -2.03205
N -0.76980 -1.38410 -1.07584
C -2.17975 -1.54181 -1.44933
H 0.84982 1.35890 5.27267
H 1.36280 0.57671 3.00465
H -1.52148 1.24535 6.13694
H -3.97944 0.59377 5.61333
H -5.62935 -0.23966 3.97285
H -4.94827 -0.78867 1.65895
H -4.77791 0.34029 -0.11216
H -5.57422 0.14710 -2.47814
H -4.05585 -0.52365 -4.24690
H -1.66990 -1.21707 -4.84237
H 0.64364 -1.95870 -4.06507
H 1.18402 -1.69983 -1.68938
N -3.03534 -3.66241 1.76196
C -1.88266 -3.41646 1.09537
O -0.95535 -2.83585 1.64306
C -1.81270 -3.89689 -0.32869
C -2.60738 -3.05296 -1.33480
H -3.17932 -3.11941 2.60193
H -3.85721 -3.91012 1.23790
H -2.18499 -4.92427 -0.37192
H -0.76076 -3.90227 -0.60342
H -3.67921 -3.07527 -1.11278
H -2.47190 -3.51294 -2.31522
F 2.90079 -3.97078 -0.27289
C 2.84842 -3.61949 1.01216
F 1.69273 -4.03796 1.51904
F 3.83288 -4.20244 1.67105
S 2.92852 -1.75792 1.17146
O 1.52369 -1.40581 1.10786
O 3.61050 -1.50400 2.40356
N 3.64785 -1.20295 -0.11978
S 5.24446 -1.35601 -0.19449
O 5.71278 -2.63802 0.25024
O 5.68839 -0.84613 -1.45689
C 5.96370 -0.12204 1.02630
F 6.38158 -0.71198 2.13250
F 7.01597 0.46881 0.44679
F 5.08505 0.83176 1.33990
C 2.66216 0.80017 -2.75626
N 2.53669 1.96993 -1.88567
C 3.81557 2.57192 -1.52685
P 1.16817 2.11136 -0.99159
O 0.76771 0.98919 -0.09882
N 1.43755 3.48167 -0.08463
C 0.39416 4.49434 0.00961
C 2.09878 3.23773 1.20246
N -0.02194 2.40300 -2.08565
C 0.17145 3.14361 -3.31557
C -1.40985 2.02384 -1.82432
H 3.10024 1.10877 -3.71016
H 1.68373 0.36838 -2.95594
H 3.30065 0.03879 -2.30531
H 4.32066 2.89665 -2.44158
H 4.46830 1.85900 -1.02230
H 3.66041 3.44205 -0.89811
H -0.11128 4.61819 -0.94535
H 0.84548 5.45149 0.28319
H -0.35492 4.24153 0.77090
H 2.73606 2.35685 1.14664
H 1.36745 3.06789 1.99871
H 2.72014 4.09567 1.46986
H 1.21988 3.40646 -3.44060
H -0.42497 4.06365 -3.31503
H -0.14197 2.54057 -4.17426
H -1.49655 1.51459 -0.87075
H -1.77762 1.34760 -2.60006
H -2.04950 2.91386 -1.80352

---

(2)
79
Properties=species:S:1:pos:R:3 method="wB97M-V/def2-TZVPD" charge=+4 multiplicity=1 de_lowest_ev=1.886
Ta 0.59871 -1.36421 0.01806
C -3.43383 -2.22021 -1.69265
C -3.99958 -3.10546 -0.78624
C -3.24593 -3.56078 0.29232
C -1.94258 -3.13045 0.41345
N -1.39347 -2.25304 -0.46190
C -2.13966 -1.79492 -1.48210
C -0.95744 -3.64680 1.38139
C -1.17402 -4.55336 2.39539
C -0.06591 -5.07964 3.05689
C 1.22099 -4.77755 2.62119
C 1.37317 -3.86905 1.59355
N 0.29337 -3.23552 1.07339
C 2.59636 -3.61312 0.81254
C 3.79008 -4.25774 1.04107
C 4.83188 -4.10139 0.12856
C 4.62335 -3.31755 -0.99184
C 3.41248 -2.66628 -1.13337
N 2.40602 -2.77851 -0.24863
H -3.99051 -1.85929 -2.54625
H -5.01735 -3.45027 -0.91919
H -3.67044 -4.26132 0.99774
H -1.67634 -1.07410 -2.14617
H -2.17104 -4.88037 2.65496
H -0.20744 -5.78529 3.86624
H 2.07209 -5.28015 3.05851
H 3.91906 -4.90107 1.90012
H 5.77503 -4.60899 0.28589
H 5.38515 -3.20427 -1.75069
H 3.23305 -2.04057 -1.99517
F 5.04724 2.76976 1.09630
C 4.11494 1.87422 1.35755
F 3.13771 2.45072 2.07396
F 4.64022 0.88594 2.08642
C 3.52172 1.31575 0.07061
C 3.94759 1.76296 -1.17208
C 3.35729 1.27572 -2.33661
C 2.35565 0.34485 -2.23566
N 1.96011 -0.11459 -1.02744
C 2.52005 0.35531 0.10489
S 1.91585 -0.35309 1.67001
H 4.74079 2.49981 -1.22271
H 3.67172 1.61708 -3.31287
H 1.85407 -0.05959 -3.10502
O -0.52984 0.14393 0.03644
As -1.23861 1.79084 -0.15300
C -0.23288 2.60096 -1.52881
C -0.45243 2.22179 -2.85892
C 0.23146 2.87013 -3.87322
C 1.12161 3.89585 -3.56131
C 1.35187 4.25529 -2.23878
C 0.68034 3.60649 -1.21087
C -3.04439 1.42031 -0.56541
C -3.77526 0.77099 0.43662
C -5.12608 0.54357 0.24815
C -5.74401 0.97041 -0.92648
C -5.01787 1.63044 -1.90802
C -3.66015 1.86705 -1.73278
C -1.02166 2.59564 1.54334
C -1.16484 3.98057 1.63874
C -1.10736 4.57425 2.88997
C -0.91641 3.79526 4.02380
C -0.79220 2.41426 3.92204
C -0.85017 1.80348 2.67978
H -1.17249 1.44865 -3.10594
H 0.04931 2.60554 -4.90654
H 1.62680 4.42748 -4.35776
H 2.03577 5.06199 -2.00787
H 0.84542 3.90749 -0.18275
H -3.30831 0.48787 1.37447
H -5.70924 0.07089 1.02750
H -6.80687 0.81697 -1.06206
H -5.51301 1.98839 -2.80073
H -3.11704 2.42858 -2.48172
H -1.33995 4.59338 0.76174
H -1.22006 5.64613 2.98054
H -0.87607 4.26713 4.99656
H -0.66137 1.81850 4.81524
H -0.77421 0.72596 2.60365